{"formula": "C36H58BClI2O17PS", "method": "ωB97M-V/def2-TZVPD", "total_charge": -1, "fmax_ev_per_a": 0.6, "homo_lumo_gap_ha": 0.2321, "lumo_ev": 1.89, "e_tot_ha": -4505.88317, "species": ["C", "C", "C", "C", "S", "O", "B", "P", "O", "Cl", "O", "C", "C", "I", "C", "C", "I", "H", "H", "H", "H", "H", "H", "H", "H", "H", "H", "H", "H", "H", "H", "H", "H", "O", "C", "O", "C", "C", "C", "H", "H", "H", "H", "H", "H", "O", "C", "O", "C", "C", "C", "H", "H", "H", "H", "H", "H", "O", "C", "O", "C", "C", "C", "H", "H", "H", "H", "H", "H", "O", "C", "O", "C", "C", "C", "H", "H", "H", "H", "H", "H", "O", "C", "O", "C", "C", "C", "H", "H", "H", "H", "H", "H", "O", "C", "O", "C", "C", "C", "H", "H", "H", "H", "H", "H", "O", "C", "O", "C", "C", "C", "H", "H", "H", "H", "H", "H"], "xyz": [[3.11424, 5.23107, 2.06548], [2.68866, 4.91778, 0.62331], [1.22581, 5.20192, 0.23270], [0.18837, 4.77955, 1.27098], [-0.16562, 6.12488, 2.50388], [0.56823, 3.61147, 1.92373], [0.10478, 2.48133, 1.02820], [-0.42614, 0.97612, 2.26106], [-0.71074, 1.70772, 3.71649], [-2.36904, 0.47909, 1.55255], [-0.91703, 3.08844, 0.14449], [-1.18473, 4.34345, 0.69641], [-1.92815, 5.30761, -0.21849], [-1.54833, 5.02276, -2.32490], [-3.45985, 5.36878, -0.03727], [-3.84633, 6.52452, 0.87882], [-4.32348, 3.53618, 0.66600], [3.84973, 4.49907, 2.40893], [2.29104, 5.19301, 2.77187], [3.59011, 6.21327, 2.13873], [3.29728, 5.53316, -0.03779], [2.91931, 3.88684, 0.36080], [1.10492, 6.25296, -0.04576], [1.01898, 4.62747, -0.66957], [0.66598, 7.04684, 2.01521], [1.04441, 1.99643, 0.40484], [-1.09922, 2.58742, 3.59939], [-1.79037, 4.19917, 1.60939], [-1.55598, 6.30866, -0.00151], [-3.93502, 5.49822, -1.00308], [-3.25173, 6.51435, 1.79305], [-3.64503, 7.46106, 0.35006], [-4.90260, 6.48959, 1.13860], [2.46132, -2.58655, 0.07384], [1.27329, -2.74289, 0.20039], [0.42033, -2.51231, -0.81787], [-0.94413, -2.72777, -0.38488], [-0.82419, -3.65453, 0.81943], [0.51488, -3.23185, 1.40828], [-1.38254, -1.76375, -0.12649], [-1.48987, -3.16631, -1.21598], [-1.66388, -3.56777, 1.50567], [-0.75284, -4.69215, 0.48598], [0.41561, -2.40738, 2.11388], [1.05441, -4.04523, 1.88299], [1.89192, -3.15950, 4.71338], [2.42851, -2.12418, 4.43274], [2.07607, -1.38864, 3.36350], [2.95476, -0.26131, 3.20895], [3.54525, -0.03050, 4.59602], [3.57751, -1.44713, 5.16069], [3.71077, -0.51657, 2.46348], [2.36852, 0.58039, 2.85047], [4.51308, 0.46608, 4.56264], [2.86360, 0.58735, 5.18188], [4.49581, -1.97780, 4.89880], [3.42904, -1.51293, 6.23540], [1.67177, -6.32861, 1.19777], [2.83856, -6.27764, 0.93410], [3.78195, -6.82809, 1.73815], [5.09511, -6.50457, 1.25403], [4.91351, -6.19215, -0.22780], [3.50668, -5.60175, -0.24447], [5.46140, -5.64099, 1.81331], [5.74342, -7.35576, 1.44977], [5.68122, -5.52536, -0.61445], [4.94223, -7.11799, -0.80553], [3.49616, -4.52544, -0.05497], [2.94670, -5.79515, -1.15590], [-6.51893, 4.91880, 4.47881], [-6.94072, 3.80779, 4.58241], [-8.15292, 3.55306, 5.15596], [-8.37651, 2.13908, 5.24585], [-7.47397, 1.52024, 4.18533], [-6.30179, 2.49707, 4.16306], [-8.10926, 1.81197, 6.25410], [-9.43656, 1.95510, 5.08455], [-7.19554, 0.49369, 4.41390], [-7.97907, 1.52877, 3.21847], [-5.53710, 2.23994, 4.89856], [-5.83043, 2.58870, 3.18928], [2.52068, 5.18761, -3.44643], [3.62403, 5.08432, -3.88472], [4.62693, 4.43913, -3.23051], [5.86025, 4.57657, -3.94653], [5.46336, 4.86976, -5.39019], [4.15936, 5.63587, -5.19713], [6.42863, 5.39651, -3.49997], [6.42094, 3.65233, -3.82712], [6.23066, 5.41531, -5.93616], [5.27014, 3.93383, -5.91593], [4.32449, 6.70708, -5.06437], [3.42725, 5.48994, -5.98632], [-3.16028, -4.70989, -2.23826], [-2.66794, -5.79868, -2.27140], [-2.27357, -6.36965, -3.43842], [-1.78927, -7.70352, -3.20883], [-1.39338, -7.73613, -1.73514], [-2.38146, -6.74731, -1.12476], [-2.59582, -8.40358, -3.43877], [-0.96018, -7.88178, -3.88957], [-1.43704, -8.73551, -1.30821], [-0.37723, -7.35875, -1.61363], [-3.32384, -7.22091, -0.84105], [-1.99562, -6.20019, -0.27043], [-1.31029, -1.82092, -8.22801], [-1.43811, -2.43846, -7.21095], [-0.88815, -3.66676, -7.04409], [-1.28217, -4.22147, -5.77446], [-1.66236, -3.02547, -4.90935], [-2.19682, -2.05124, -5.95561], [-2.12461, -4.89587, -5.94014], [-0.44593, -4.79397, -5.38032], [-2.36939, -3.28426, -4.12525], [-0.77012, -2.60908, -4.43919], [-3.26134, -2.19886, -6.15043], [-2.02738, -1.00372, -5.72246]]}

---

{"formula": "C36H59BMnN4OP2", "method": "ωB97M-V/def2-TZVPD", "e_above_lowest_kj_mol": 125.1, "total_charge": 2, "fmax_ev_per_a": 4.3, "spin_multiplicity": 4, "homo_lumo_gap_ha": [0.2564, 0.2852], "lumo_ev": [-5.99, -5.31], "e_tot_ha": -3559.48116, "species": ["Mn", "C", "C", "C", "C", "P", "C", "N", "B", "N", "C", "P", "C", "C", "C", "C", "C", "C", "C", "C", "C", "C", "C", "C", "C", "C", "C", "C", "C", "C", "H", "H", "H", "H", "H", "H", "H", "H", "H", "H", "H", "H", "H", "H", "H", "H", "H", "H", "H", "H", "H", "H", "H", "H", "H", "H", "H", "H", "H", "H", "H", "H", "H", "H", "H", "H", "H", "H", "H", "H", "H", "H", "H", "H", "C", "H", "H", "H", "C", "N", "N", "C", "O", "C", "C", "C", "C", "C", "C", "C", "C", "C", "H", "H", "H", "H", "H", "H", "H", "H", "H", "H", "H", "H"], "xyz": [[-0.12584, -0.92783, -0.04445], [-2.19711, 2.32519, -1.41395], [-2.78248, 1.21287, -0.62375], [-2.14425, 1.30092, 0.71582], [-4.32999, 1.37868, -0.53948], [-2.19891, -0.49531, -1.29443], [-3.29920, -1.78362, -0.55377], [-2.81674, -2.13968, 0.76313], [-1.49821, -2.72748, 0.91856], [-1.22251, -2.70480, 2.35913], [0.12040, -2.71655, 2.87531], [1.22867, -1.33574, 2.16269], [2.96662, -2.12463, 1.88549], [3.52394, -2.73078, 3.25078], [2.95161, -3.25298, 0.84674], [3.85732, -1.03203, 1.30916], [1.42767, 0.12153, 3.38730], [0.01599, 0.25929, 3.92058], [1.71545, 1.41884, 2.51550], [2.38659, -0.02307, 4.53558], [-2.40057, -2.16158, 2.97799], [-2.72114, -1.88792, 4.28369], [-3.91889, -1.37598, 4.70731], [-4.93912, -1.14487, 3.73360], [-4.62709, -1.37521, 2.36541], [-3.38387, -1.82292, 1.99642], [-2.20359, -0.61243, -3.15142], [-1.65862, -2.00895, -3.37148], [-1.14557, 0.30523, -3.75499], [-3.63066, -0.44122, -3.61165], [-2.37187, 3.34565, -1.04189], [-1.10987, 2.41975, -1.36025], [-2.50702, 2.36572, -2.48236], [-2.47736, 2.17971, 1.25221], [-2.48097, 0.48672, 1.35085], [-1.06910, 1.30245, 0.76709], [-4.63970, 2.34651, -0.13700], [-4.85986, 1.33716, -1.50426], [-4.74510, 0.59980, 0.15266], [-4.25381, -1.30831, -0.52505], [-3.52539, -2.63617, -1.17331], [0.12350, -2.73015, 3.94379], [0.52255, -3.67294, 2.45829], [2.74908, -3.22613, 3.83379], [4.25591, -3.48324, 2.90228], [4.09299, -2.08642, 3.87735], [2.26073, -4.06519, 1.06617], [2.70778, -2.87298, -0.15620], [3.89423, -3.74157, 0.73612], [4.08885, -0.16898, 1.89976], [4.84120, -1.48656, 1.10386], [3.42322, -0.64187, 0.38536], [-0.75534, 0.27818, 3.16249], [-0.28715, -0.57877, 4.54058], [-0.18482, 1.17069, 4.46757], [0.98940, 1.49712, 1.73862], [1.72527, 2.37861, 3.00620], [2.77297, 1.39887, 2.24268], [2.18283, -0.80511, 5.26902], [3.43162, -0.03096, 4.21799], [2.31978, 0.87025, 5.06783], [-1.85520, -2.07419, 5.04512], [-4.06592, -1.20667, 5.75955], [-5.90713, -0.93503, 4.11489], [-5.43155, -1.30122, 1.61234], [-0.73267, -2.17926, -2.78171], [-2.25916, -2.93475, -3.25729], [-1.25881, -2.08599, -4.39505], [-0.20450, 0.07916, -3.22421], [-1.03040, -0.05909, -4.78610], [-1.42136, 1.34006, -3.76167], [-4.43298, -1.15111, -3.30753], [-4.09141, 0.44817, -3.35205], [-3.67527, -0.40240, -4.69274], [-0.58413, -3.32685, -0.23744], [0.18673, -2.63309, -0.81445], [-1.18854, -3.74131, -1.04045], [0.04645, -4.15666, 0.11882], [3.87310, 2.83152, -3.54929], [3.16781, 1.68485, -3.05407], [2.21456, 1.84430, -2.08994], [1.83249, 0.63602, -1.62674], [1.03670, 0.52869, -0.69343], [2.56910, -0.34351, -2.40909], [3.46522, 0.38568, -3.17600], [4.62403, 0.04903, -4.07224], [1.51788, 3.06872, -1.97604], [0.85492, 3.71486, -3.02541], [0.11177, 4.87283, -2.74242], [0.08772, 5.38392, -1.46304], [0.78659, 4.72468, -0.46194], [1.62516, 3.63956, -0.67596], [3.51097, 3.74503, -3.09695], [3.67338, 3.01690, -4.63036], [4.99045, 2.73931, -3.53623], [2.50723, -1.35203, -2.14828], [4.61950, -0.99815, -4.20103], [5.52925, 0.37102, -3.51395], [4.40922, 0.50768, -5.01301], [0.88883, 3.27661, -4.00995], [-0.42078, 5.40350, -3.52196], [-0.56428, 6.24105, -1.19495], [0.69275, 5.21188, 0.54044], [2.23779, 3.19750, 0.12876]]}